This record from OMol25 describes a structure of composition C5H7N at a distorted geometry. The level of theory is ωB97M-V with the def2-TZVPD basis set.

The total charge is 0. The value obtained for the HOMO energy is -0.3713 hartree.

Structure (XYZ):
```
13
Properties=species:S:1:pos:R:3:mulliken_charge:R:1
C -4.129 0.679 -0.213 -0.23
C -0.590 0.852 0.573 -0.18
C -1.150 -0.083 -0.184 0.29
C 0.881 0.939 0.817 -1.16
C -0.810 -1.354 -0.854 -0.64
N -2.967 0.324 -0.240 -0.26
H -1.130 1.567 1.058 0.49
H 1.274 1.521 0.000 0.30
H 1.363 -0.076 0.656 0.32
H 1.063 1.510 1.684 0.33
H -1.468 -2.081 -0.439 0.29
H 0.198 -1.412 -0.334 0.18
H -0.908 -1.127 -1.927 0.27
```

***

This record from OMol25 describes the molecule C5H7N at a distorted geometry. The level of theory is ωB97M-V with the def2-TZVPD basis set.

The total charge is 0. The SMILES is C/C=C\C1=NC1. The value obtained for the HOMO energy is -0.3277 hartree.

Structure (XYZ):
```
13
Properties=species:S:1:pos:R:3:mulliken_charge:R:1
C 0.232 -1.567 -0.571 -1.03
C 1.007 -0.347 -0.965 0.06
C 0.821 0.862 -0.394 -0.53
C -0.296 1.063 0.659 0.12
N -1.461 0.559 0.937 -0.45
C -1.054 1.406 2.117 -0.22
H 0.896 -2.441 -0.712 0.30
H -0.492 -1.719 -1.346 0.27
H -0.366 -1.350 0.327 0.36
H 1.822 -0.347 -1.765 0.28
H 1.594 1.577 -0.589 0.35
H -0.653 0.895 2.948 0.24
H -1.563 2.346 2.109 0.26
```

***

This record from OMol25 describes a structure of composition C5H7N. The level of theory is ωB97M-V with the def2-TZVPD basis set.

The total charge is 0. The value obtained for the HOMO energy (spin up / spin down) is -0.2604 / -0.2604 hartree.

Structure (XYZ):
```
13
Properties=species:S:1:pos:R:3:mulliken_charge:R:1
C 1.050 -0.703 0.931 -1.34
C 0.417 0.908 -0.549 -0.16
C 0.562 -0.573 -0.470 0.01
C -0.993 -0.434 -0.450 -0.13
N -1.380 0.103 0.778 -0.58
C -0.910 1.131 -0.103 -0.33
H 2.063 -0.330 1.065 0.28
H 0.888 -1.671 1.413 0.32
H 0.995 1.622 -1.135 0.37
H 0.933 -1.125 -1.343 0.39
H -1.684 -0.812 -1.196 0.35
H -0.416 -0.113 1.364 0.46
H -1.515 2.007 -0.303 0.37
```

***

This record from OMol25 describes the molecule C5H7N. The level of theory is ωB97M-V with the def2-TZVPD basis set.

The total charge is 0. The SMILES is C=C=C1N[C@@H]1C. The value obtained for the HOMO energy is -0.3136 hartree.

Structure (XYZ):
```
13
Properties=species:S:1:pos:R:3:mulliken_charge:R:1
C -2.684 0.054 0.624 -0.69
C -1.454 0.475 0.807 -0.21
C -0.279 -0.022 0.559 0.23
N 0.670 -0.920 1.026 -0.50
C 0.781 -0.375 -0.358 0.24
C 1.797 0.651 -0.768 -1.12
H -2.727 -0.916 0.128 0.21
H -3.618 0.503 0.921 0.29
H 1.339 -0.605 1.720 0.27
H 0.518 -1.137 -1.096 0.33
H 1.775 1.487 -0.063 0.34
H 2.811 0.245 -0.822 0.30
H 1.532 1.036 -1.758 0.30
```

***

This record from OMol25 describes a cluster of 2 separate species, C5H7N in total. The level of theory is ωB97M-V with the def2-TZVPD basis set.

The total charge is 0. The value obtained for the HOMO energy is -0.3210 hartree.

Structure (XYZ):
```
13
Properties=species:S:1:pos:R:3:mulliken_charge:R:1
C 1.286 -0.616 -0.167 -1.14
C -0.105 -0.334 -0.675 0.07
N -0.990 -1.439 -0.505 -0.56
C -1.409 -0.151 0.092 0.38
C -0.820 0.780 0.967 -0.35
C -0.171 1.823 0.610 -0.56
H 1.290 -1.188 0.773 0.36
H 1.778 -1.225 -0.936 0.33
H 1.861 0.301 -0.028 0.34
H 0.034 1.163 -0.802 0.28
H -0.603 -2.140 0.129 0.28
H -2.272 0.233 -0.440 0.25
H 0.120 2.792 0.982 0.33
```

***

This record from OMol25 describes a cluster of 2 separate species, C5H7N in total. The level of theory is ωB97M-V with the def2-TZVPD basis set.

The total charge is 0. The SMILES is CC=C=N.C#C. The value obtained for the HOMO energy is -0.3295 hartree.

Structure (XYZ):
```
13
Properties=species:S:1:pos:R:3:mulliken_charge:R:1
C -1.190 1.821 1.296 -0.98
C -0.823 0.430 0.842 -0.30
C 0.391 -0.057 0.912 0.40
N 1.549 -0.482 0.893 -0.57
H -1.575 1.814 2.323 0.26
H -0.329 2.494 1.263 0.31
H -1.971 2.240 0.655 0.29
H -1.598 -0.234 0.469 0.34
H 1.831 -0.942 1.759 0.25
C 0.628 -1.913 -3.106 -0.38
C 1.240 -1.645 -2.105 -0.45
H 0.086 -2.145 -3.996 0.36
H 1.760 -1.381 -1.204 0.46
```

***

This record from OMol25 describes a cluster of 2 separate species, C5H7N in total at a distorted geometry. The level of theory is ωB97M-V with the def2-TZVPD basis set.

The total charge is 0. The value obtained for the HOMO energy (spin up / spin down) is -0.3207 / -0.3204 hartree.

Structure (XYZ):
```
13
Properties=species:S:1:pos:R:3:mulliken_charge:R:1
N 2.100 -0.726 1.542 -0.46
C 1.531 -0.307 0.615 0.32
C 1.044 0.272 -0.655 -0.39
C -0.319 0.898 -0.519 -0.09
C -0.543 -0.990 1.533 -0.46
C -1.341 0.617 -1.313 -0.67
H 1.031 -0.530 -1.400 0.24
H 1.783 1.014 -0.986 0.30
H -0.427 1.604 0.301 0.31
H -0.691 -0.702 2.594 0.19
H -0.591 -2.098 1.544 0.21
H -1.265 -0.132 -2.098 0.24
H -2.311 1.079 -1.160 0.26
```

***

This record from OMol25 describes the molecule C5H7N. The level of theory is ωB97M-V with the def2-TZVPD basis set.

The total charge is 0. The value obtained for the HOMO energy is -0.2886 hartree.

Structure (XYZ):
```
13
Properties=species:S:1:pos:R:3:mulliken_charge:R:1
C -1.604 -0.981 0.241 -1.14
C -1.038 0.302 -0.333 0.18
N -0.403 1.273 0.578 -0.34
C 0.408 0.565 -0.199 0.27
C 1.700 0.242 -0.540 -0.38
C 2.764 0.484 0.366 -0.64
H -0.962 -1.373 1.037 0.33
H -2.601 -0.798 0.661 0.31
H -1.703 -1.752 -0.528 0.31
H -1.606 0.747 -1.150 0.35
H -0.401 1.318 1.589 0.28
H 1.761 -0.208 -1.533 0.31
H 3.685 0.181 -0.189 0.16
```

***

This record from OMol25 describes the molecule C5H7N. The level of theory is ωB97M-V with the def2-TZVPD basis set.

The total charge is 0. The SMILES is C#C[C@]1(C)CN1. The value obtained for the HOMO energy is -0.3427 hartree.

Structure (XYZ):
```
13
Properties=species:S:1:pos:R:3:mulliken_charge:R:1
C 2.052 -1.409 -0.470 0.07
C 1.011 -0.828 -0.292 -0.81
C -0.160 0.003 -0.056 1.15
C -0.112 1.357 -0.730 -1.38
C -0.812 -0.079 1.275 -0.67
N -1.509 -0.568 0.094 -0.65
H 2.987 -1.909 -0.611 0.44
H 0.098 1.286 -1.801 0.33
H 0.670 1.959 -0.260 0.29
H -1.077 1.851 -0.597 0.39
H -0.415 -0.810 1.973 0.32
H -1.212 0.831 1.714 0.23
H -1.513 -1.584 0.116 0.28
```

***

This record from OMol25 describes a structure of composition C5H7N at a distorted geometry. The level of theory is ωB97M-V with the def2-TZVPD basis set.

The total charge is 0. The value obtained for the HOMO energy is -0.2872 hartree.

Structure (XYZ):
```
13
Properties=species:S:1:pos:R:3:mulliken_charge:R:1
C 0.440 -1.163 0.053 -0.70
C 1.179 -0.013 -0.610 -0.40
C 0.599 1.185 -0.467 -0.20
C -0.633 1.300 0.281 -0.50
N -1.846 -0.098 0.039 -0.49
C -0.744 -0.512 0.737 -0.09
H 1.063 -1.716 0.766 0.32
H 0.140 -1.899 -0.717 0.28
H 2.059 -0.216 -1.206 0.39
H 0.912 2.151 -0.875 0.39
H -0.531 2.055 1.115 0.31
H -1.764 -0.419 -0.937 0.31
H -0.906 -0.658 1.799 0.40
```

***

What did we get for relative energy (zero: lowest compared OMol25 entry of this formula, charge and spin)? Answer: 379.17, 358.29, 608.23, 383.19, 791.83, 343.03, 550.40, 514.05, 275.54, 409.29 kJ/mol, in the order shown.